[1]
{
  "formula": "C4H15BN2",
  "method": "ωB97M-V/def2-TZVPD",
  "species": ["B", "C", "C", "C", "C", "N", "N", "H", "H", "H", "H", "H", "H", "H", "H", "H", "H", "H", "H", "H", "H", "H"],
  "coordinates": [[-0.0690, -0.0875, 0.2823], [-3.9857, 0.1192, -0.1460], [3.6974, 0.9364, -0.1470], [-1.5101, -0.2352, -0.3696], [0.7288, -1.3248, 0.5016], [-2.5960, 0.5034, 0.2549], [3.4326, -0.4115, -0.1339], [0.4225, 1.0715, 0.3463], [-4.5674, 0.9158, -0.3458], [-4.0386, -0.4569, -0.9858], [-4.4254, -0.5468, 0.6342], [3.2747, 1.4220, -0.9529], [3.5890, 1.4535, 0.8519], [4.8376, 1.1512, -0.4459], [-1.3481, 0.0165, -1.3524], [-1.6278, -1.3342, -0.4261], [0.7041, -2.1876, -0.1487], [1.2708, -1.3996, 1.4928], [-2.5252, 0.5503, 1.3221], [-2.6065, 1.5036, 0.0605], [3.5734, -0.8822, 0.6896], [3.7690, -0.7772, -0.9821]],
  "forces_ev_per_a": [[0.24, 2.40, -0.85], [0.43, -2.92, 3.29], [2.87, 2.14, 2.79], [1.39, -2.20, 2.29], [1.74, 0.09, 1.43], [-1.27, 1.08, 1.70], [-0.45, 1.41, -1.33], [-0.48, -1.26, 0.38], [-1.81, 3.02, -0.09], [0.75, -1.54, -2.49], [0.27, 0.85, -0.37], [-1.43, 1.19, -1.70], [-0.21, -0.60, -1.27], [-1.52, -0.76, 0.63], [0.00, 1.16, -2.55], [-1.23, 0.59, 0.39], [0.14, -0.27, 0.09], [-0.58, -0.33, -1.20], [-0.14, -0.67, -1.67], [0.89, 0.19, -0.51], [0.46, -1.78, 2.24], [-0.06, -1.78, -1.23]],
  "mulliken_charge": [0.130, -0.960, -0.802, -0.695, -0.546, -0.195, -0.103, -0.025, 0.417, 0.383, 0.356, 0.378, 0.358, 0.355, 0.385, 0.407, 0.376, 0.371, 0.411, 0.406, 0.304, 0.286],
  "e_above_lowest_kj_mol": 345.1,
  "multiplicity": 1,
  "total_charge": 2,
  "fmax_ev_per_a": 4.540,
  "homo_energy_ev": [-17.05, -19.34]
}


[2]
{
  "formula": "C4H15F4N3O11PbS4",
  "method": "ωB97M-V/def2-TZVPD",
  "species": ["Pb", "N", "S", "O", "O", "F", "S", "O", "O", "F", "N", "S", "O", "O", "F", "S", "O", "O", "F", "O", "H", "H", "O", "H", "H", "C", "C", "C", "O", "C", "N", "H", "H", "H", "H", "H", "H", "H", "H", "H", "H", "H"],
  "coordinates": [[-0.5952, 0.5719, -0.6024], [-2.8551, -0.3216, -0.9818], [-3.3000, -1.4501, -2.0016], [-3.9851, -1.0645, -3.1869], [-3.6371, -2.6898, -1.3854], [-1.8069, -1.7098, -2.5710], [-4.3580, -0.1921, -0.1678], [-4.5114, -1.0974, 0.9256], [-5.5262, 0.0969, -0.9475], [-4.0551, 1.2128, 0.5382], [1.6794, 1.7963, -0.3253], [3.1065, 1.1856, -0.9583], [3.7457, 0.2371, -0.1017], [3.9138, 2.0739, -1.7338], [2.4036, 0.3525, -2.1157], [2.2367, 3.0562, 0.3918], [2.5746, 4.2206, -0.3827], [3.0181, 2.7311, 1.5558], [0.8620, 3.5427, 1.0988], [-0.2992, 1.1144, -3.1524], [-0.9243, 0.8290, -3.8366], [0.4783, 1.4326, -3.6348], [-1.6809, 2.4338, 0.7278], [-1.9426, 2.2311, 1.6346], [-1.5659, 3.3956, 0.7105], [1.3114, -1.0352, 3.2952], [0.9143, -0.6462, 1.8751], [1.1590, -1.8095, 0.9013], [0.8721, -1.4848, -0.4760], [1.5556, -2.3653, -1.3783], [-0.5564, -0.3672, 1.8024], [2.3904, -0.9076, 3.4074], [1.0295, -2.0816, 3.4261], [0.8766, -0.3938, 4.0587], [1.3845, 0.2706, 1.5196], [0.5361, -2.6647, 1.1722], [2.2276, -2.0307, 0.9542], [1.3182, -3.4119, -1.1717], [2.6294, -2.2327, -1.2408], [1.1789, -2.0986, -2.3607], [-0.9896, -1.1433, 2.3109], [-0.8135, 0.4135, 2.4069]],
  "forces_ev_per_a": [[-0.03, -0.15, -0.36], [-3.54, 0.32, 1.08], [1.62, -2.73, -3.04], [-0.08, 0.56, 0.48], [-0.19, 0.39, 0.22], [0.22, 0.27, 0.32], [-1.10, 1.70, 2.04], [0.81, 0.19, -0.50], [1.46, -0.42, -0.25], [0.35, -0.50, -0.30], [2.02, -1.06, -1.76], [0.49, -1.22, -1.65], [-0.79, 0.22, -0.17], [-0.60, 0.06, 1.02], [-0.37, -0.37, 0.30], [-0.14, 4.84, 3.54], [-0.23, -1.54, 0.19], [0.10, -0.16, -0.99], [-0.18, -0.51, -0.47], [-0.03, 0.02, -0.67], [0.06, 0.02, 0.20], [-0.07, -0.05, 0.21], [-0.05, 0.38, 0.39], [-0.21, 0.07, -0.14], [0.19, -0.19, -0.11], [0.76, 0.11, -0.65], [-1.14, 0.18, -0.27], [0.63, 0.56, -0.16], [-0.05, 0.02, 1.00], [-0.28, 0.06, 0.22], [-0.17, -0.23, 0.69], [0.00, -0.34, 0.01], [0.07, 0.05, 0.45], [-0.32, -0.04, -0.11], [0.48, -0.21, 0.15], [0.15, -0.15, 0.17], [-0.05, -0.33, 0.12], [-0.22, 0.07, 0.08], [0.01, 0.14, -0.37], [0.37, -0.07, -0.14], [-0.39, -0.07, -0.67], [0.44, 0.13, -0.08]],
  "mulliken_charge": [1.826, -0.168, 0.956, -0.555, -0.590, -0.305, 0.950, -0.564, -0.551, -0.233, -0.099, 0.924, -0.545, -0.560, -0.250, 0.873, -0.573, -0.601, -0.290, -0.508, 0.250, 0.246, -0.425, 0.272, 0.251, -1.561, 0.691, -0.714, 0.080, -1.006, -0.473, 0.391, 0.385, 0.429, -0.323, 0.508, 0.445, 0.344, 0.361, 0.213, 0.249, 0.252],
  "e_above_lowest_kj_mol": 92.3,
  "multiplicity": 1,
  "fmax_ev_per_a": 5.996,
  "homo_energy_ev": -10.77
}


[3]
{
  "formula": "C4H15N2",
  "method": "ωB97M-V/def2-TZVPD",
  "species": ["C", "N", "H", "H", "H", "H", "H", "H", "C", "C", "N", "C", "H", "H", "H", "H", "H", "H", "H", "H", "H"],
  "coordinates": [[-1.0216, 0.9608, -3.0955], [0.4532, 1.0598, -2.8565], [-1.3677, 0.0052, -2.7158], [-1.4949, 1.7684, -2.5499], [-1.1946, 1.0174, -4.1646], [1.0196, 0.3578, -3.3456], [0.7051, 0.9579, -1.8557], [0.8577, 1.9620, -3.1147], [-0.4833, -1.5989, 3.2658], [0.3547, -1.2425, 2.0448], [-0.2841, -0.1628, 1.2715], [0.6577, 0.4890, 0.3891], [-0.0577, -2.4387, 3.8059], [-1.4860, -1.8939, 2.9521], [-0.5641, -0.6893, 3.8642], [0.4763, -2.1117, 1.3930], [1.3601, -0.9440, 2.3717], [-0.6091, 0.5068, 1.9610], [0.2084, 1.4086, -0.0074], [1.6187, 0.7893, 0.8290], [0.8518, -0.2012, -0.4424]],
  "forces_ev_per_a": [[0.18, -0.17, 0.01], [1.07, 0.05, 0.49], [0.04, -0.03, 0.05], [-0.10, 0.07, -0.10], [-0.09, 0.14, 0.01], [-0.39, -0.03, -0.09], [-0.45, -0.15, -0.20], [-0.30, 0.12, -0.26], [-0.19, 0.27, -0.78], [0.01, -0.28, -0.11], [0.29, 0.01, 0.54], [-0.22, 0.19, -0.21], [0.15, 0.19, 0.25], [-0.02, 0.06, 0.03], [-0.02, -0.31, 0.43], [0.00, 0.01, -0.03], [0.02, 0.00, -0.01], [-0.13, 0.15, -0.16], [-0.10, 0.01, 0.03], [0.01, -0.21, 0.07], [0.26, -0.09, 0.03]],
  "mulliken_charge": [-0.703, -0.197, 0.330, 0.324, 0.361, 0.410, 0.040, 0.407, -1.219, -0.310, -0.396, -0.893, 0.357, 0.318, 0.343, 0.321, 0.294, 0.259, 0.328, 0.405, 0.221],
  "e_above_lowest_kj_mol": 132.7,
  "multiplicity": 1,
  "total_charge": 1,
  "fmax_ev_per_a": 1.178,
  "homo_energy_ev": -12.34
}


[4]
{
  "formula": "C4H15N2O",
  "method": "ωB97M-V/def2-TZVPD",
  "species": ["C", "C", "C", "C", "N", "N", "H", "H", "H", "H", "H", "H", "H", "H", "H", "H", "H", "H", "H", "H", "H", "O"],
  "coordinates": [[2.3841, 1.6298, 0.7781], [1.2555, 1.1269, 1.6590], [-0.0926, 1.1232, 0.8327], [-0.2218, -0.1033, -0.0102], [-3.4747, -2.0425, -3.0489], [1.2055, 1.8862, 2.8903], [2.3060, 1.1552, -0.2132], [3.3642, 1.3636, 1.1438], [2.2685, 2.6922, 0.5715], [1.4138, 0.0892, 1.9749], [-0.1258, 2.0588, 0.2692], [-0.9102, 1.1662, 1.5479], [-0.8375, -0.8772, 0.4252], [-0.1378, 0.0018, -1.0774], [-4.4144, -2.3476, -3.2530], [-3.2652, -2.1548, -2.0633], [-2.8248, -2.6401, -3.5456], [0.5403, 1.5162, 3.5472], [1.1207, 2.8822, 2.7549], [0.4880, -2.5680, -2.5328], [-0.4177, -2.1181, -1.3739], [-0.3926, -2.6815, -2.1617]],
  "forces_ev_per_a": [[-0.42, -0.77, -0.94], [-0.62, -0.09, 0.04], [0.72, -0.10, 0.37], [-0.53, 1.04, 0.32], [0.35, 0.16, -0.07], [0.55, -0.03, -0.06], [-0.03, 0.00, 0.23], [0.26, 0.31, 0.37], [0.20, 0.21, 0.31], [0.23, 0.06, -0.24], [-0.02, -0.09, -0.22], [-0.12, -0.07, 0.18], [0.14, -0.38, -0.22], [0.08, -0.28, -0.24], [-0.07, -0.11, 0.18], [-0.24, -0.06, -0.12], [-0.03, 0.04, 0.02], [-0.22, 0.22, 0.08], [-0.26, 0.02, 0.05], [-0.03, 0.04, 0.08], [0.14, -0.18, -0.32], [-0.08, 0.06, 0.20]],
  "mulliken_charge": [-1.289, 0.379, -0.692, -0.949, -0.638, -0.640, 0.322, 0.334, 0.376, 0.306, 0.297, 0.322, 0.333, 0.434, 0.210, 0.206, 0.219, 0.235, 0.219, 0.308, 0.331, -0.623],
  "e_above_lowest_kj_mol": 14.3,
  "multiplicity": 2,
  "fmax_ev_per_a": 1.284,
  "homo_energy_ev": [-8.38, -9.18],
  "s2": 0.7536
}


[5]
{
  "formula": "C4H15N2O",
  "method": "ωB97M-V/def2-TZVPD",
  "species": ["C", "N", "C", "C", "N", "C", "H", "H", "H", "H", "H", "H", "H", "H", "H", "H", "H", "H", "H", "H", "H", "O"],
  "coordinates": [[0.6046, 1.5227, 0.4410], [-0.4335, 1.4560, 1.5240], [-1.8130, 1.7652, 0.8882], [0.7389, 0.3160, -0.5874], [0.0871, -0.8393, 0.1780], [0.9871, -1.9783, 0.5841], [1.5846, 1.6752, 0.8083], [0.3072, 2.4155, -0.1645], [-0.2543, 1.8728, 2.4300], [-1.9606, 2.8640, 0.8773], [-2.4974, 1.1125, 1.2745], [-1.6356, 1.5911, -0.0830], [1.8115, 0.0374, -0.8007], [0.2387, 0.3177, -1.7102], [-0.3526, -0.2758, 0.9907], [-0.6351, -1.2982, -0.3442], [1.8885, -1.7156, 1.1293], [1.2621, -2.3952, -0.3592], [0.2813, -2.6960, 1.0958], [0.8026, -1.8170, -2.5784], [-0.4972, -2.4287, -2.9633], [-0.1281, -1.6662, -2.4340]],
  "forces_ev_per_a": [[-1.29, 2.00, -1.10], [-0.80, -1.66, -2.40], [3.83, 2.69, 2.67], [-1.14, -1.25, -1.38], [0.91, 1.03, 1.02], [-1.77, -0.31, 0.22], [0.82, 0.34, 0.79], [0.80, -0.53, 0.24], [0.33, 0.09, -0.49], [-0.64, -0.67, 0.70], [-2.21, -0.98, 1.13], [0.16, -1.12, -3.70], [-1.06, 0.46, 0.56], [0.92, 0.67, 3.30], [0.41, -0.85, -0.15], [-0.49, 0.12, -0.74], [-0.38, 0.32, 0.30], [0.40, -0.61, -0.44], [1.29, 0.61, -0.19], [0.73, 0.19, -0.10], [0.11, 1.25, 0.78], [-0.93, -1.79, -1.03]],
  "mulliken_charge": [-0.632, -0.532, -1.057, -0.561, -0.125, -0.906, 0.479, 0.339, 0.230, 0.372, 0.394, 0.399, 0.387, 0.326, 0.475, 0.392, 0.340, 0.337, 0.357, 0.320, 0.307, -0.641],
  "e_above_lowest_kj_mol": 252.0,
  "multiplicity": 1,
  "total_charge": 1,
  "fmax_ev_per_a": 5.390,
  "homo_energy_ev": -13.34
}


[6]
{
  "formula": "C4H15N2O",
  "method": "ωB97M-V/def2-TZVPD",
  "species": ["C", "C", "C", "C", "N", "N", "H", "H", "H", "H", "H", "H", "H", "H", "H", "H", "H", "H", "H", "H", "H", "O"],
  "coordinates": [[-0.8831, -0.9489, -1.5616], [-0.2790, 0.2863, -2.2723], [0.9790, 0.0357, -3.0677], [1.1605, 0.1177, 3.9354], [1.0790, -0.4414, 2.5534], [-1.9736, -0.3244, -0.7685], [-0.0681, -1.4039, -0.9219], [-1.3589, -1.6871, -2.2059], [-1.0387, 0.7342, -2.9984], [-0.2609, 0.9543, -1.4519], [0.9740, -0.8863, -3.6675], [1.8602, -0.0079, -2.4116], [1.7629, -0.6222, 4.5508], [0.1822, 0.0116, 4.3660], [1.5156, 1.1655, 4.0212], [1.1360, 0.8821, -3.7836], [1.9472, -0.5818, 2.0936], [-2.4349, -1.1871, -0.4184], [-1.4975, 0.2561, -0.0515], [-0.6931, 1.9622, 0.6611], [0.4694, 0.0709, 1.8768], [-0.2622, 1.0943, 0.7055]],
  "forces_ev_per_a": [[-0.66, 2.60, -0.54], [-1.61, -1.41, -2.22], [1.12, 0.82, -0.17], [0.41, -2.28, -0.24], [-0.76, 2.39, 0.57], [1.45, -3.96, -0.29], [-0.78, 0.00, -0.25], [0.29, -0.38, 0.00], [0.56, -0.81, 1.12], [1.02, 1.51, 0.52], [-0.32, 0.23, 0.28], [-0.11, -0.02, -0.25], [-0.13, 1.24, -0.80], [-0.64, 0.45, 0.05], [0.07, -0.59, -0.27], [-0.01, -0.70, 0.64], [1.22, -0.46, -0.11], [-0.53, 1.23, 0.42], [0.09, 1.41, 0.85], [0.14, 0.36, 0.27], [-0.45, -0.27, 0.49], [-0.35, -1.36, -0.08]],
  "mulliken_charge": [-0.516, -0.097, -1.149, -0.671, -0.255, -0.309, 0.244, 0.456, 0.255, 0.219, 0.316, 0.321, 0.320, 0.327, 0.286, 0.324, 0.300, 0.333, 0.397, 0.306, 0.313, -0.722],
  "e_above_lowest_kj_mol": 843.2,
  "multiplicity": 1,
  "total_charge": 1,
  "fmax_ev_per_a": 4.224,
  "homo_energy_ev": -13.81
}


[7]
{
  "formula": "C4H15N2O",
  "method": "ωB97M-V/def2-TZVPD",
  "species": ["C", "C", "C", "C", "N", "N", "H", "H", "H", "H", "H", "H", "H", "H", "H", "H", "H", "H", "H", "H", "H", "O"],
  "coordinates": [[-0.2316, 1.3575, -0.3007], [-1.1198, 0.2390, 0.2692], [-1.4655, -0.9442, -0.7170], [-0.2109, -1.6735, -1.2337], [3.0485, 1.0363, -0.2905], [-2.3938, 0.5286, 0.9013], [0.7527, 0.9282, -0.5015], [-0.2043, 2.2918, 0.2737], [-0.4030, 1.5016, -1.3341], [-0.3806, -0.2589, 0.9814], [-2.0364, -0.5614, -1.5460], [-2.1227, -1.5345, -0.0917], [-0.5112, -2.5715, -1.7905], [0.4566, -0.9705, -1.7487], [3.6244, 0.2181, -0.5980], [2.5540, 0.6172, 0.5779], [3.6790, 1.6981, -0.0299], [-2.4778, 0.5863, 2.0069], [-2.8006, 1.3486, 0.4284], [1.7204, -1.3168, 1.8381], [0.3121, -1.9360, -0.2953], [1.4276, -0.6084, 1.1809]],
  "forces_ev_per_a": [[-0.62, 0.03, -0.31], [1.37, -1.41, 1.32], [0.11, 0.08, -0.36], [-0.22, 0.48, 1.85], [-0.08, -5.62, 2.57], [2.41, 2.68, 1.81], [0.23, -0.20, 0.98], [0.07, -0.37, -0.20], [-1.21, 0.96, -1.17], [-1.46, 0.19, 0.05], [-0.45, 0.35, -0.26], [0.00, -0.86, -0.40], [0.33, 0.47, -0.01], [-0.35, -0.49, -0.41], [-0.82, 0.51, -1.43], [-0.74, 1.19, -1.41], [1.93, 4.12, 0.25], [-0.19, -0.83, -2.73], [-0.83, -0.51, 0.22], [-0.69, 0.82, -0.67], [0.05, -0.55, -0.78], [1.15, -1.04, 1.10]],
  "mulliken_charge": [-0.904, 0.653, -0.705, -0.802, -0.203, -0.136, -0.104, 0.391, 0.451, -0.008, 0.405, 0.405, 0.371, 0.199, 0.391, 0.396, 0.357, 0.397, 0.373, 0.304, 0.242, -0.472],
  "e_above_lowest_kj_mol": 755.0,
  "multiplicity": 2,
  "total_charge": 2,
  "fmax_ev_per_a": 6.185,
  "homo_energy_ev": [-19.21, -19.27],
  "s2": 1.7504
}


[8]
{
  "formula": "C4H15N2O2",
  "method": "ωB97M-V/def2-TZVPD",
  "species": ["C", "C", "C", "C", "N", "N", "H", "H", "H", "H", "H", "H", "H", "H", "H", "H", "H", "H", "H", "O", "H", "H", "O"],
  "coordinates": [[-2.3917, 1.0039, -0.6187], [-0.9171, 1.4389, -0.8779], [-0.0653, 0.4104, -0.3434], [0.8071, -0.2034, -1.1480], [1.6425, -1.2195, -0.5144], [-2.5575, -0.0227, 0.4109], [-2.8726, 0.5809, -1.6218], [-2.9959, 1.8550, -0.3599], [-0.7734, 2.4655, -0.4584], [-0.6424, 1.4686, -1.9236], [-0.2058, 0.1503, 0.7897], [1.2552, 0.1060, -2.1584], [1.1574, -1.7035, 0.2401], [2.0782, -1.9039, -1.1742], [2.5145, -0.7403, -0.0140], [-2.6929, 0.5124, 1.2248], [-3.3697, -0.6212, 0.3976], [-0.6249, -1.0897, 1.7746], [-0.2335, -2.6404, 1.9715], [0.0261, -1.7489, 1.5649], [3.4981, 0.3839, 1.6414], [4.0633, 0.9800, 0.4355], [3.3003, 0.5376, 0.7618]],
  "forces_ev_per_a": [[-1.76, -1.34, -3.20], [-1.27, 1.13, 0.10], [1.39, -0.82, 1.73], [1.06, 0.45, 0.11], [3.45, -0.22, -0.08], [0.80, -0.13, 0.17], [1.18, 0.90, 1.98], [-0.16, 0.57, -0.10], [0.19, -0.90, -0.08], [-0.63, 0.49, -0.44], [0.71, 0.66, -3.01], [-1.51, -0.40, 1.52], [-0.64, -0.18, 0.23], [-0.84, 0.62, 0.54], [-1.64, -0.44, -0.93], [-0.11, 0.43, 1.66], [-0.17, 0.11, -0.88], [-1.00, -0.10, 0.26], [0.28, 2.16, -0.70], [0.49, -3.00, 0.98], [0.45, -0.56, 3.04], [0.99, 0.69, -0.73], [-1.26, -0.12, -2.16]],
  "mulliken_charge": [-0.500, -0.839, 0.444, -0.573, -0.183, -0.550, 0.296, 0.352, 0.275, 0.306, 0.151, 0.286, 0.355, 0.425, 0.396, 0.264, 0.201, 0.288, 0.296, -0.662, 0.294, 0.295, -0.616],
  "e_above_lowest_kj_mol": 231.9,
  "multiplicity": 1,
  "total_charge": 1,
  "fmax_ev_per_a": 3.883,
  "homo_energy_ev": -12.86
}